Entry 1:
{"formula": "C37H73Br3IN2O16P2S", "method": "ωB97M-V with the def2-TZVPD basis set", "e_homo_ev": -11.09, "charge": 1, "total_energy_ev": -322925.8899, "species": ["C", "C", "C", "C", "C", "O", "C", "C", "O", "C", "C", "C", "C", "C", "N", "N", "C", "C", "C", "O", "O", "C", "Br", "C", "C", "Br", "C", "Br", "C", "C", "O", "I", "C", "C", "C", "C", "S", "O", "O", "O", "H", "H", "H", "H", "H", "H", "H", "H", "H", "H", "H", "H", "H", "H", "H", "H", "H", "H", "H", "H", "H", "H", "H", "H", "H", "H", "H", "H", "H", "H", "H", "H", "H", "H", "H", "H", "H", "H", "H", "H", "H", "H", "H", "O", "P", "O", "C", "C", "O", "C", "C", "O", "C", "C", "H", "H", "H", "H", "H", "H", "H", "H", "H", "H", "H", "H", "H", "H", "H", "O", "P", "O", "C", "C", "O", "C", "C", "O", "C", "C", "H", "H", "H", "H", "H", "H", "H", "H", "H", "H", "H", "H", "H", "H", "H"], "xyz": [[-1.298, -1.876, -7.665], [-1.879, -1.615, -6.244], [-0.880, -2.097, -5.190], [-1.272, -2.070, -3.675], [-0.883, -3.505, -3.230], [0.513, -3.642, -3.363], [0.930, -4.815, -4.042], [2.453, -4.843, -3.958], [3.037, -3.831, -4.739], [3.653, -4.274, -5.941], [5.043, -3.663, -6.141], [-2.743, -1.754, -3.380], [-3.440, -2.525, -2.246], [-4.174, -3.783, -2.764], [-3.108, -0.282, -3.492], [-4.545, -0.212, -3.506], [-2.368, 0.686, -2.632], [-2.633, 0.402, -1.114], [-3.980, 0.743, -0.486], [-4.063, 1.571, 0.364], [-5.078, -0.017, -0.753], [-2.655, 2.204, -2.827], [-2.253, 3.399, -1.373], [-3.172, 2.824, -3.909], [-3.644, 2.166, -5.185], [-3.424, 4.701, -3.991], [-0.824, 0.443, -2.966], [-0.435, 1.090, -4.812], [0.179, 1.286, -2.112], [0.896, 2.484, -2.758], [0.488, 3.577, -2.877], [2.951, 2.125, -3.401], [-0.392, -1.046, -2.834], [-0.119, -1.470, -1.371], [1.346, -1.919, -1.124], [1.617, -1.754, 0.386], [3.332, -2.110, 0.806], [3.417, -3.017, 1.903], [3.977, -2.622, -0.364], [3.938, -0.683, 1.249], [-1.609, -1.066, -8.322], [-1.627, -2.838, -8.051], [-0.212, -1.855, -7.575], [-2.809, -2.193, -6.180], [-2.153, -0.557, -6.217], [0.030, -1.506, -5.306], [-0.565, -3.085, -5.526], [-1.371, -4.205, -3.917], [-1.176, -3.774, -2.215], [0.507, -5.717, -3.587], [0.690, -4.787, -5.114], [2.706, -4.623, -2.913], [2.821, -5.852, -4.159], [3.732, -5.360, -6.030], [3.024, -3.941, -6.777], [5.124, -3.228, -7.138], [5.839, -4.405, -6.064], [5.249, -2.865, -5.428], [-3.285, -2.175, -4.233], [-4.215, -1.935, -1.759], [-2.771, -2.781, -1.424], [-5.180, -3.457, -3.039], [-3.678, -4.250, -3.612], [-4.319, -4.466, -1.929], [-2.833, -0.085, -4.466], [-4.853, -0.305, -4.468], [-4.861, 0.691, -3.173], [-2.453, -0.648, -0.869], [-1.916, 0.929, -0.498], [-5.841, 0.564, -0.876], [-2.937, 1.499, -5.676], [-4.615, 1.686, -5.069], [-3.837, 2.942, -5.924], [-0.189, 1.638, -1.151], [1.022, 0.634, -1.882], [0.580, -1.074, -3.333], [-0.753, -2.265, -0.980], [-0.268, -0.654, -0.661], [1.478, -2.978, -1.319], [2.056, -1.347, -1.722], [1.017, -2.508, 0.896], [1.360, -0.755, 0.744], [3.359, -0.033, 0.824], [-4.706, 2.354, 7.599], [-5.410, 1.807, 6.420], [-5.404, 2.989, 5.300], [-4.222, 3.752, 5.074], [-3.204, 2.986, 4.249], [-6.970, 1.872, 6.917], [-7.302, 1.654, 8.294], [-7.739, 2.953, 8.934], [-5.681, 0.569, 5.438], [-6.752, 0.632, 4.480], [-6.177, 0.503, 3.090], [-3.784, 4.077, 6.019], [-4.530, 4.652, 4.540], [-2.939, 2.041, 4.729], [-2.297, 3.577, 4.117], [-3.606, 2.749, 3.262], [-6.462, 1.219, 8.836], [-8.120, 0.932, 8.317], [-6.956, 3.708, 8.858], [-7.981, 2.805, 9.988], [-8.619, 3.349, 8.425], [-7.331, 1.546, 4.569], [-7.421, -0.202, 4.696], [-5.478, 1.314, 2.886], [-6.971, 0.532, 2.342], [-5.625, -0.433, 2.983], [5.715, 2.012, 4.045], [7.030, 2.155, 4.712], [7.968, 3.003, 3.691], [7.442, 4.140, 3.012], [7.363, 5.353, 3.920], [7.653, 0.651, 4.515], [6.798, -0.497, 4.536], [6.680, -1.081, 3.146], [7.849, 2.420, 6.057], [9.276, 2.211, 6.093], [9.962, 3.510, 6.444], [6.464, 3.917, 2.582], [8.117, 4.345, 2.180], [6.754, 5.144, 4.803], [6.928, 6.200, 3.389], [8.355, 5.640, 4.269], [5.814, -0.246, 4.933], [7.250, -1.225, 5.211], [6.295, -0.351, 2.436], [6.017, -1.948, 3.148], [7.662, -1.389, 2.783], [9.655, 1.821, 5.153], [9.466, 1.463, 6.862], [9.745, 4.274, 5.697], [11.042, 3.368, 6.491], [9.613, 3.887, 7.405]]}


Entry 2:
{"formula": "C4H6AgO7", "method": "ωB97M-V with the def2-TZVPD basis set", "spin_multiplicity": 2, "e_homo_ev": [-18.53, -18.46], "charge": 2, "total_energy_ev": -22554.5378, "s_squared": 0.757, "species": ["O", "C", "C", "O", "C", "O", "O", "H", "H", "H", "H", "H", "O", "C", "O", "O", "Ag", "H"], "xyz": [[0.322, 1.408, -0.627], [0.439, 0.256, 0.095], [-0.306, -0.908, -0.551], [0.319, -1.206, -1.802], [1.629, -1.268, -1.730], [2.224, -0.513, -0.957], [2.109, -2.322, -2.315], [0.951, 2.083, -0.339], [1.234, 0.199, 0.842], [-1.339, -0.632, -0.790], [-0.266, -1.798, 0.083], [2.659, -2.844, -1.712], [-2.038, 2.279, 0.694], [-1.805, 1.373, 1.581], [-0.752, 0.584, 1.543], [-2.616, 1.135, 2.494], [-1.323, 0.009, 3.570], [-1.443, 2.167, -0.081]]}


Entry 3:
{"formula": "C34H55F18N13O24S10", "method": "ωB97M-V with the def2-TZVPD basis set", "e_homo_ev": -6.33, "charge": -2, "total_energy_ev": -261931.3045, "species": ["C", "C", "N", "C", "C", "N", "C", "C", "H", "H", "H", "H", "H", "H", "H", "H", "H", "H", "H", "C", "C", "N", "C", "C", "N", "C", "C", "H", "H", "H", "H", "H", "H", "H", "H", "H", "H", "H", "C", "C", "N", "C", "C", "N", "C", "C", "H", "H", "H", "H", "H", "H", "H", "H", "H", "H", "H", "C", "C", "N", "C", "C", "N", "C", "C", "H", "H", "H", "H", "H", "H", "H", "H", "H", "H", "H", "C", "C", "N", "C", "C", "N", "C", "C", "H", "H", "H", "H", "H", "H", "H", "H", "H", "H", "H", "N", "S", "O", "O", "F", "S", "O", "O", "F", "N", "S", "O", "O", "F", "S", "O", "O", "F", "N", "S", "O", "O", "F", "S", "O", "O", "F", "C", "F", "F", "F", "S", "O", "O", "O", "C", "F", "F", "F", "S", "O", "O", "O", "C", "F", "F", "F", "S", "O", "O", "O", "C", "F", "F", "F", "S", "O", "O", "O"], "xyz": [[-1.680, 0.647, 2.590], [-1.429, 0.393, 1.136], [-2.645, 0.090, 0.449], [-3.320, -1.035, 0.798], [-4.301, -1.150, -0.113], [-4.299, 0.001, -0.833], [-3.190, 0.722, -0.509], [-5.453, 0.398, -1.647], [-0.762, 0.782, 3.174], [-2.256, -0.057, 3.147], [-2.112, 1.622, 2.731], [-0.740, -0.440, 1.116], [-0.844, 1.227, 0.683], [-2.856, -1.621, 1.543], [-5.022, -1.981, -0.197], [-2.907, 1.694, -0.925], [-5.150, 1.152, -2.364], [-6.290, 0.706, -0.989], [-5.781, -0.537, -2.189], [0.042, 4.012, 2.283], [0.308, 4.670, 3.629], [-0.614, 4.017, 4.660], [-2.014, 4.010, 4.701], [-2.369, 3.212, 5.786], [-1.191, 2.732, 6.363], [-0.169, 3.300, 5.735], [-0.846, 2.007, 7.559], [-0.951, 4.175, 1.953], [0.306, 2.985, 2.378], [0.800, 4.571, 1.693], [0.084, 5.767, 3.728], [1.339, 4.589, 4.053], [-2.603, 4.496, 3.939], [-3.300, 2.779, 6.094], [0.864, 3.261, 6.031], [-1.475, 1.136, 7.635], [-1.153, 2.584, 8.404], [0.200, 1.757, 7.585], [-4.404, -5.700, -4.429], [-3.678, -4.469, -3.921], [-2.926, -4.872, -2.701], [-1.600, -5.163, -2.705], [-1.312, -5.711, -1.472], [-2.454, -5.659, -0.695], [-3.406, -5.133, -1.447], [-2.691, -6.205, 0.691], [-5.007, -6.141, -3.634], [-3.777, -6.413, -4.874], [-5.097, -5.469, -5.234], [-4.448, -3.698, -3.749], [-2.946, -4.068, -4.637], [-0.854, -4.951, -3.490], [-0.346, -6.003, -1.123], [-4.368, -4.849, -0.993], [-2.046, -5.641, 1.341], [-2.524, -7.236, 0.680], [-3.744, -6.158, 0.952], [-1.841, -1.070, -3.775], [-0.388, -0.969, -3.660], [0.088, 0.117, -2.736], [-0.111, 1.475, -2.784], [0.742, 2.116, -1.882], [1.488, 1.114, -1.381], [1.090, -0.082, -1.881], [2.446, 1.237, -0.256], [-2.323, -0.146, -4.161], [-2.379, -1.290, -2.856], [-2.080, -1.879, -4.469], [0.134, -0.786, -4.655], [0.066, -1.886, -3.285], [-0.737, 1.957, -3.561], [0.863, 3.173, -1.630], [1.612, -1.015, -1.613], [1.908, 0.873, 0.646], [2.715, 2.303, -0.149], [3.318, 0.596, -0.443], [7.481, 3.779, 1.190], [6.001, 3.539, 0.990], [5.751, 2.134, 0.490], [6.087, 1.726, -0.751], [6.120, 0.365, -0.763], [5.812, -0.037, 0.479], [5.648, 1.031, 1.227], [5.536, -1.384, 0.903], [7.958, 3.442, 0.236], [7.863, 3.171, 2.018], [7.716, 4.828, 1.426], [5.541, 4.198, 0.261], [5.433, 3.691, 1.931], [6.175, 2.362, -1.588], [6.140, -0.361, -1.557], [5.342, 1.071, 2.237], [5.408, -1.587, 2.007], [6.304, -1.973, 0.542], [4.637, -1.687, 0.434], [0.445, -2.964, 1.508], [1.464, -1.943, 2.102], [0.862, -0.711, 2.423], [2.646, -1.935, 1.335], [1.917, -2.390, 3.616], [-0.736, -3.451, 2.301], [-1.382, -2.366, 2.965], [-0.523, -4.651, 2.936], [-1.639, -3.703, 1.075], [-4.849, 5.059, -2.892], [-4.417, 6.499, -3.512], [-3.236, 7.078, -3.023], [-5.683, 7.144, -3.623], [-3.910, 5.922, -4.965], [-4.033, 3.825, -2.579], [-4.503, 3.129, -1.348], [-2.555, 3.995, -2.689], [-4.581, 2.755, -3.779], [5.479, -2.225, -2.696], [5.835, -3.733, -2.429], [4.936, -4.704, -2.918], [6.546, -3.881, -1.226], [7.049, -3.845, -3.456], [4.048, -1.774, -2.806], [4.108, -0.318, -2.899], [3.083, -2.364, -1.904], [3.556, -2.054, -4.213], [0.776, -4.199, -7.390], [0.933, -3.792, -8.681], [0.219, -5.457, -7.492], [1.942, -4.310, -6.835], [-0.467, -3.238, -6.376], [-1.732, -3.896, -6.574], [0.070, -3.400, -5.051], [-0.443, -1.874, -6.780], [3.252, 6.114, 0.003], [4.021, 7.190, -0.323], [2.020, 6.385, -0.336], [3.699, 5.071, -0.757], [3.474, 5.720, 1.815], [3.346, 4.288, 1.932], [4.807, 6.200, 1.989], [2.399, 6.417, 2.440], [-8.502, -3.540, -0.343], [-8.786, -2.311, 0.088], [-9.428, -4.396, 0.089], [-8.539, -3.486, -1.670], [-6.973, -4.156, 0.249], [-6.904, -5.594, -0.019], [-5.921, -3.428, -0.482], [-7.064, -3.799, 1.643], [4.409, 1.639, 6.271], [4.893, 0.691, 7.081], [5.500, 2.244, 5.594], [3.657, 1.035, 5.304], [3.457, 2.894, 7.343], [4.501, 3.530, 8.115], [2.797, 3.716, 6.330], [2.504, 2.068, 7.972]]}


Entry 4:
{"formula": "C2H2P2S", "method": "ωB97M-V with the def2-TZVPD basis set", "e_homo_ev": [-8.19, -8.37], "charge": 0, "total_energy_ev": -31515.0850, "species": ["C", "C", "P", "P", "S", "H", "H"], "xyz": [[0.472, -0.172, 1.409], [-0.460, -0.453, -1.103], [-0.165, 2.107, 0.472], [0.290, -1.335, 0.156], [-0.671, 1.284, -1.308], [1.097, -0.355, 2.306], [-0.563, -1.076, -1.933]]}


Entry 5:
{"formula": "C45H50F3N6O5RbS", "method": "ωB97M-V with the def2-TZVPD basis set", "e_homo_ev": -2.85, "charge": -2, "total_energy_ev": -86302.4169, "species": ["Rb", "C", "C", "N", "C", "C", "N", "C", "C", "N", "H", "H", "H", "H", "H", "H", "H", "H", "H", "H", "H", "H", "H", "H", "H", "O", "C", "C", "C", "C", "C", "C", "C", "C", "C", "O", "C", "C", "C", "C", "C", "C", "C", "C", "C", "C", "C", "C", "N", "C", "C", "C", "C", "C", "C", "C", "C", "C", "C", "C", "C", "H", "H", "H", "H", "H", "H", "H", "H", "H", "H", "H", "H", "H", "H", "H", "H", "H", "H", "H", "H", "H", "H", "H", "H", "H", "H", "H", "C", "C", "C", "C", "N", "N", "C", "H", "H", "H", "H", "H", "H", "H", "H", "F", "C", "F", "F", "S", "O", "O", "O"], "xyz": [[-0.651, -1.627, -0.106], [3.271, -3.006, 0.036], [3.646, -1.532, -0.212], [3.306, -0.563, 0.818], [3.582, -0.930, 2.197], [2.347, -0.662, 3.074], [1.138, -1.200, 2.511], [0.859, -2.599, 2.717], [1.723, -3.577, 1.899], [1.905, -3.228, 0.490], [3.986, -3.463, 0.736], [3.415, -3.520, -0.920], [3.141, -1.201, -1.124], [4.727, -1.501, -0.415], [2.312, -0.371, 0.737], [4.424, -0.348, 2.598], [3.871, -1.981, 2.285], [2.215, 0.418, 3.158], [2.555, -1.046, 4.090], [0.310, -0.620, 2.651], [-0.192, -2.764, 2.468], [0.970, -2.898, 3.779], [1.240, -4.558, 1.978], [2.704, -3.684, 2.377], [1.451, -3.917, -0.095], [-1.449, -0.108, 2.282], [-2.624, 0.544, 2.163], [-2.438, 2.136, 2.194], [-1.007, 2.468, 2.464], [-0.557, 2.672, 3.764], [0.783, 2.946, 3.973], [1.629, 2.997, 2.881], [1.101, 2.773, 1.608], [2.055, 2.808, 0.437], [1.536, 2.391, -0.948], [1.211, 1.028, -0.880], [0.341, 3.226, -1.414], [0.180, 4.558, -1.046], [-0.889, 5.306, -1.517], [-1.816, 4.732, -2.377], [-1.656, 3.407, -2.756], [-0.587, 2.659, -2.281], [2.727, 2.591, -1.911], [2.764, 3.558, -2.908], [3.887, 3.704, -3.716], [4.989, 2.883, -3.539], [4.956, 1.906, -2.550], [3.837, 1.760, -1.748], [-0.189, 2.533, 1.409], [-3.597, 0.216, 3.319], [-4.889, 0.738, 3.387], [-5.726, 0.436, 4.450], [-5.282, -0.398, 5.471], [-3.999, -0.922, 5.411], [-3.166, -0.618, 4.339], [-3.262, 0.119, 0.818], [-2.813, 0.685, -0.379], [-3.205, 0.175, -1.608], [-4.065, -0.915, -1.674], [-4.517, -1.489, -0.495], [-4.123, -0.974, 0.734], [-3.064, 2.574, 2.973], [-2.726, 2.587, 1.246], [-1.254, 2.594, 4.589], [1.167, 3.103, 4.975], [2.690, 3.185, 2.997], [2.870, 2.116, 0.666], [2.509, 3.802, 0.374], [0.883, 5.021, -0.364], [-1.004, 6.337, -1.201], [-2.658, 5.310, -2.740], [-2.373, 2.943, -3.423], [-0.476, 1.623, -2.580], [1.907, 4.200, -3.068], [3.891, 4.459, -4.494], [5.861, 2.991, -4.174], [5.803, 1.245, -2.412], [3.806, 0.990, -0.985], [-5.243, 1.380, 2.587], [-6.731, 0.844, 4.481], [-5.936, -0.639, 6.302], [-3.647, -1.580, 6.198], [-2.163, -1.018, 4.246], [-2.083, 1.488, -0.350], [-2.794, 0.599, -2.516], [-4.350, -1.332, -2.632], [-5.159, -2.362, -0.527], [-4.461, -1.458, 1.642], [2.921, -0.005, -4.798], [1.635, -0.617, -4.338], [0.871, -1.622, -4.934], [-0.198, -1.805, -4.046], [-0.078, -0.970, -3.013], [1.056, -0.242, -3.193], [-1.324, -2.792, -4.098], [3.027, -0.093, -5.882], [3.788, -0.491, -4.340], [2.966, 1.052, -4.532], [1.064, -2.138, -5.863], [1.217, 0.620, -1.813], [-1.588, -3.041, -5.128], [-2.205, -2.382, -3.602], [-1.065, -3.718, -3.578], [-2.310, -6.681, -1.931], [-2.656, -5.891, -0.899], [-3.481, -6.604, -0.112], [-3.362, -4.866, -1.397], [-1.179, -5.304, 0.033], [-0.576, -6.527, 0.509], [-1.756, -4.442, 1.043], [-0.426, -4.593, -0.988]]}